[1]
# C33H39ClCrFN3O4SSi

A structure of composition C33H39ClCrFN3O4SSi at a distorted geometry (the ωB97M-V functional and the def2-TZVPD basis, OMol25).

Last column: Mulliken spin population.
Geometry (Å):
Cr1 -2.31615 1.23058 0.23511  3.3112
F1 3.89725 1.87908 -2.37709  -0.0015
C1 3.57265 1.54188 -1.08839  -0.0476
C2 2.26505 1.70248 -0.69429  0.3032
C3 1.87575 1.37918 0.63001  0.0007
C4 0.50045 1.40608 1.01171  0.1449
O1 -0.40655 1.69538 0.13991  0.0525
C5 0.22175 1.11838 2.38711  -0.0592
C6 1.24705 0.93288 3.26281  0.1762
N1 2.56715 0.89968 2.88111  0.0109
C7 3.59445 0.91088 3.86961  0.0342
C8 3.51235 1.90898 4.98541  0.0073
C9 4.53185 2.08638 3.90481  -0.0114
C10 2.89675 1.01428 1.54251  0.0163
C11 4.18765 0.77528 1.09441  0.1336
C12 4.54685 1.00658 -0.25899  0.0003
N2 5.86295 0.62558 -0.67139  0.0288
C13 6.10525 0.37438 -2.07879  0.0393
C14 7.47555 -0.33592 -2.17209  0.0075
N3 7.74575 -0.86852 -0.81379  0.0099
C15 8.09395 0.23978 0.11341  0.0054
C16 6.99885 1.31508 -0.08809  0.0398
C17 -1.18335 1.05558 2.95551  -0.0206
O2 -1.31165 1.08988 4.17731  0.0085
O3 -2.14085 0.95238 2.12631  -0.0212
H1 1.51885 2.07678 -1.37589  0.0343
H2 1.03385 0.80708 4.31431  0.0203
H3 4.00205 -0.07012 4.10201  -0.0097
H4 3.85315 1.60918 5.96401  -0.0026
H5 2.66465 2.57508 4.99711  -0.0019
H6 5.57225 1.91438 4.13831  0.0030
H7 4.36345 2.86438 3.17651  0.0014
H8 4.94105 0.40018 1.76871  0.0858
H9 6.12725 1.28408 -2.69289  -0.0109
H10 5.30215 -0.26432 -2.45349  -0.0089
H11 8.27795 0.35078 -2.44749  0.0037
H12 7.45645 -1.14792 -2.89779  -0.0042
H13 8.43515 -1.62322 -0.80309  -0.0026
H14 6.80815 -1.17472 -0.48109  -0.0027
H15 9.09065 0.61808 -0.11339  -0.0015
H16 8.08865 -0.15312 1.13161  -0.0017
H17 7.37275 2.11628 -0.74259  -0.0144
H18 6.71635 1.75868 0.86441  0.0075
O4 -4.49335 1.15538 0.40851  0.0056
S1 -5.22365 0.74448 -0.83009  -0.0064
C18 -7.01505 0.90298 -0.50469  0.0013
C19 -7.78335 1.28028 -1.60029  -0.0006
C20 -9.15965 1.36738 -1.48849  0.0001
C21 -9.77735 1.07848 -0.27979  -0.0002
C22 -9.00725 0.71008 0.81211  0.0001
C23 -7.62905 0.62568 0.70791  -0.0004
C24 -5.29425 -1.05382 -0.66399  0.0090
C25 -5.12845 -1.61582 0.59101  -0.0026
C26 -5.07795 -2.99092 0.71861  -0.0010
C27 -5.18205 -3.79642 -0.40389  -0.0011
C28 -5.35655 -3.22522 -1.65319  0.0015
C29 -5.41585 -1.84902 -1.79009  -0.0040
H19 -7.29255 1.51318 -2.53339  -0.0002
H20 -9.75185 1.66878 -2.33919  0.0000
H21 -10.85335 1.14348 -0.19219  0.0000
H22 -9.48565 0.49068 1.75541  0.0000
H23 -7.03245 0.36168 1.56661  0.0001
H24 -4.97725 -0.97212 1.44331  0.0012
H25 -4.93835 -3.43272 1.69131  0.0002
H26 -5.11005 -4.87002 -0.30919  0.0000
H27 -5.43465 -3.85282 -2.52709  -0.0001
H28 -5.52285 -1.39522 -2.76219  -0.0001
Cl1 -2.79475 1.89538 -1.83259  0.0120
C30 -1.27205 -3.19592 -2.01469  -0.0123
Si1 -0.81235 -1.35232 -1.68449  0.0042
C31 1.06525 -1.40352 -1.28199  0.0018
C32 -1.00175 -0.52592 -3.40019  0.0014
C33 -1.90565 -0.79722 -0.24979  -0.3332
H29 -0.69515 -3.59092 -2.84589  -0.0019
H30 -2.32195 -3.30052 -2.26569  0.0025
H31 -1.07755 -3.82482 -1.15169  -0.0002
H32 1.58285 -2.12202 -1.91399  0.0001
H33 1.25015 -1.67542 -0.24699  -0.0007
H34 1.51635 -0.43342 -1.44779  0.0012
H35 -0.12425 -0.71332 -4.01479  0.0004
H36 -1.13875 0.54568 -3.32249  0.0020
H37 -1.86455 -0.91822 -3.93039  -0.0017
H38 -1.53805 -1.22982 0.68331  0.0024
H39 -2.89085 -1.22362 -0.42059  0.0555

The value obtained for the total energy is -4038.28803 Eh. Its orbital gap (spin up / spin down) is 3.20 / 6.31 eV. The calculation puts the LUMO energy (spin up / spin down) at -1.037 / -1.080 eV. Its energy relative to the best compared isomer or geometry (same formula, charge and spin) is 1.1 kcal per mole. As for the spin multiplicity: 5.


[2]
# C33H39CoN7S6

A structure of composition C33H39CoN7S6 (the ωB97M-V functional and the def2-TZVPD basis, OMol25).

Last column: Mulliken spin population.
Geometry (Å):
Co1 0.33140 -0.19605 -0.90727  1.0469
C1 1.31650 -1.94329 2.36153  0.0023
N1 2.32183 -0.98511 1.91386  0.0049
C2 3.64225 -1.50129 1.57465  0.0004
C3 1.93937 0.26257 1.55119  0.0034
N2 0.70286 0.49398 1.14026  0.0109
C4 0.12951 1.66300 1.65346  0.0167
C5 0.37307 1.98636 2.97561  -0.0099
C6 0.01616 3.22712 3.52324  0.0014
C7 -0.58597 4.16609 2.74144  -0.0012
C8 -0.95005 3.84931 1.41030  0.0007
C9 -1.60840 4.82906 0.62582  -0.0017
C10 -2.02063 4.54071 -0.63921  0.0010
C11 -1.85635 3.23914 -1.13961  -0.0026
C12 -1.25547 2.24552 -0.39985  0.0232
N3 -1.28007 0.93118 -0.92541  -0.0081
C13 -2.44267 0.52307 -1.39666  -0.0282
N4 -3.62714 0.90665 -0.84157  0.0023
C14 -4.76576 1.29486 -1.64279  -0.0003
C15 -3.73388 1.16465 0.57929  -0.0003
N5 -2.51996 -0.28170 -2.48171  -0.0016
C16 -1.35128 -0.49267 -3.30930  0.0346
C17 -3.51254 -1.34399 -2.56649  0.0003
C18 -0.67963 2.55702 0.87166  -0.0106
N6 2.90553 1.22345 1.62860  0.0086
C19 3.86537 1.25765 2.71476  -0.0002
C20 2.80945 2.45780 0.87421  0.0003
H1 1.78142 -2.61601 3.08369  0.0004
H2 0.89039 -2.52521 1.54580  -0.0006
H3 0.49253 -1.41941 2.83518  -0.0004
H4 3.58355 -2.58711 1.53980  0.0001
H5 4.40829 -1.22997 2.30342  0.0002
H6 3.95592 -1.14213 0.59389  0.0001
H7 0.89704 1.26542 3.59292  -0.0011
H8 0.24956 3.43936 4.55916  0.0002
H9 -0.82421 5.14976 3.12565  0.0000
H10 -1.77142 5.80940 1.05599  0.0000
H11 -2.49975 5.29496 -1.25058  0.0000
H12 -2.23927 2.98888 -2.12231  0.0000
H13 -4.55435 1.13888 -2.69732  0.0000
H14 -4.98185 2.35732 -1.48258  0.0000
H15 -5.65608 0.71985 -1.37385  0.0001
H16 -2.88921 0.71683 1.09786  0.0003
H17 -4.64965 0.69843 0.95002  0.0001
H18 -3.76828 2.23759 0.79792  0.0001
H19 -0.77231 0.42429 -3.39383  -0.0086
H20 -1.67967 -0.80108 -4.30240  0.0057
H21 -0.71548 -1.29241 -2.90217  -0.0056
H22 -4.22928 -1.25588 -1.75761  -0.0001
H23 -3.01899 -2.31166 -2.47045  -0.0003
H24 -4.03175 -1.29912 -3.52695  0.0001
H25 3.66232 0.45888 3.42318  0.0002
H26 3.76817 2.21293 3.23941  0.0004
H27 4.89349 1.16670 2.35396  0.0001
H28 2.16149 2.31834 0.01528  -0.0012
H29 3.80558 2.72735 0.51649  0.0000
H30 2.41881 3.27410 1.49109  -0.0001
S1 3.67539 1.57602 -3.10727  -0.0006
C21 2.49300 2.80731 -3.00632  -0.0056
C22 1.35437 2.39088 -2.37951  0.0148
C23 1.40155 1.02871 -1.94806  -0.0758
C24 2.61258 0.48585 -2.29699  -0.0381
C25 2.86769 -0.89825 -1.96658  0.0402
C26 3.97947 -1.65030 -2.33359  0.0044
C27 4.01953 -2.99353 -2.01215  -0.0001
C28 2.95275 -3.56118 -1.33861  0.0029
C29 1.89439 -2.74316 -0.98312  0.0217
N7 1.85568 -1.44320 -1.26524  -0.0352
H31 2.70243 3.78254 -3.41781  -0.0002
H32 0.51190 3.05037 -2.22575  -0.0003
H33 4.78196 -1.18030 -2.88578  0.0000
H34 4.87012 -3.59706 -2.30106  -0.0002
H35 2.92461 -4.61230 -1.09123  -0.0001
H36 1.03462 -3.13413 -0.45669  -0.0084
C30 -3.11133 -3.44331 2.90265  -0.0001
S2 -1.41568 -4.06749 2.83785  0.0000
C31 -1.28662 -4.48063 1.13912  0.0004
C32 -1.25705 -3.60273 0.10986  0.0029
S3 -1.37466 -1.87653 0.16976  -0.0059
S4 -1.10625 -4.37741 -1.46133  0.0002
C33 -0.99032 -6.03305 -0.95993  0.0001
S5 -0.75786 -7.28682 -1.99828  0.0000
S6 -1.16544 -6.18724 0.74303  -0.0001
H37 -3.29379 -3.14332 3.93403  0.0000
H38 -3.81602 -4.22365 2.62275  0.0000
H39 -3.20753 -2.58046 2.24553  0.0000

The value obtained for the total energy is -5436.10544 Eh. Its orbital gap (spin up / spin down) is 7.22 / 7.19 eV. The calculation puts the LUMO energy (spin up / spin down) at 0.215 / 0.159 eV. As for the spin multiplicity: 2.